Computed, not measured: C25H29BrCsN6O6 as an isolated structure in a non-equilibrium geometry, with wB97M-V/def2-TZVPD.

Properties
**E_LUMO**: 1.2 eV
**HOMO energy**: -4.9 eV
**Energy**: -4344.0124 a.u.
**Total charge**: -1
**Kohn-Sham gap**: 6.121 eV

Element x y z (Å)
Cs (-0.557683, -0.808188, -0.940735)
C (-4.337817, 0.133777, 4.760995)
C (-2.977049, -0.431317, 4.375756)
N (-2.733297, -0.078952, 2.999949)
C (-2.924802, 1.204034, 2.545759)
N (-2.300877, 1.549466, 1.486221)
C (-2.524726, 2.855432, 0.913390)
C (-3.877291, 3.442310, 1.309509)
C (-3.993502, 3.350126, 2.825325)
N (-3.866146, 1.963309, 3.218607)
C (-4.290484, 1.642893, 4.561508)
H (-4.590949, -0.108138, 5.794187)
H (-5.092839, -0.294575, 4.099671)
H (-2.968396, -1.520090, 4.456886)
H (-2.203659, -0.035872, 5.055811)
H (-1.955999, -0.531232, 2.539267)
H (-2.456411, 2.753362, -0.174283)
H (-1.716473, 3.517529, 1.246148)
H (-4.669211, 2.842882, 0.851235)
H (-3.971694, 4.478195, 0.983022)
H (-4.970084, 3.713352, 3.166663)
H (-3.215217, 3.971758, 3.298431)
H (-5.289256, 2.071661, 4.711209)
H (-3.620965, 2.104769, 5.309333)
Br (7.215662, 1.860897, 2.077872)
C (5.445117, 1.383448, 1.543702)
C (4.421862, 2.306996, 1.628724)
C (3.154483, 1.896813, 1.230259)
N (2.893503, 0.678950, 0.791747)
C (3.884060, -0.190304, 0.714402)
C (5.193145, 0.105440, 1.075620)
H (4.596972, 3.309161, 1.989877)
H (2.317513, 2.582480, 1.265372)
H (3.625004, -1.176329, 0.350207)
H (5.977623, -0.629884, 0.996690)
C (-0.078150, -6.460806, 0.684337)
C (-1.122120, -5.564031, 1.362012)
C (-1.102975, -5.803276, 2.876744)
C (-2.514498, -5.895223, 0.809537)
C (-0.806813, -4.151849, 1.082212)
C (-0.541676, -2.993929, 0.858602)
H (-0.283331, -7.512541, 0.889202)
H (0.919401, -6.222469, 1.049226)
H (-0.092001, -6.306334, -0.393678)
H (-1.320851, -6.847739, 3.103469)
H (-1.847498, -5.177821, 3.366677)
H (-0.126181, -5.553262, 3.286828)
H (-2.769612, -6.936274, 1.013420)
H (-2.542238, -5.734015, -0.267230)
H (-3.266248, -5.255776, 1.269064)
O (-0.661243, 1.037559, -4.897891)
C (-0.458933, 1.375666, -3.735432)
O (-0.116092, 0.678935, -2.763276)
C (-0.694650, 2.882299, -3.405677)
C (-0.383871, 3.381190, -2.149180)
C (-0.691897, 4.705075, -1.836704)
C (-1.282538, 5.540511, -2.771946)
C (-1.555667, 5.041084, -4.037530)
C (-1.266498, 3.715184, -4.359881)
N (-2.130921, 5.923697, -5.005580)
O (-2.408655, 7.062776, -4.651579)
O (-2.318553, 5.503974, -6.135235)
N (-0.431574, 5.213103, -0.531262)
O (0.367139, 4.615568, 0.180494)
O (-1.029928, 6.220947, -0.172890)
H (0.077068, 2.736587, -1.415070)
H (-1.509674, 6.566438, -2.528004)
H (-1.483201, 3.323418, -5.342332)

Forces on atoms 1 to 2 (eV/Å):
Cs -0.607 -0.924 1.749
C 0.290 0.131 -0.008